56
Properties=species:S:1:pos:R:3 method="wB97M-V/def2-TZVPD" multiplicity=2 s2=0.767 charge=+3 e_tot_ev=-213083.97534 lumo_energy_ev="-8.8 / -9.2" orbital_gap_ev="7.15 / 7.09"
Mo 3.908 -1.457 -0.900
C 2.993 -4.600 -2.355
P 4.427 -3.494 -2.352
C 5.847 -4.507 -1.880
C 4.697 -2.986 -4.087
C 3.866 -1.747 -4.417
P 4.209 -0.437 -3.196
C 5.894 0.129 -3.537
C 3.123 0.956 -3.556
H 3.217 -5.476 -2.967
H 2.121 -4.086 -2.757
H 2.768 -4.926 -1.340
H 5.967 -5.316 -2.602
H 5.684 -4.940 -0.892
H 6.759 -3.911 -1.863
H 4.450 -3.821 -4.745
H 5.764 -2.788 -4.213
H 2.796 -1.963 -4.378
H 4.089 -1.375 -5.419
H 5.962 0.424 -4.586
H 6.630 -0.649 -3.334
H 6.127 0.993 -2.915
H 3.340 1.339 -4.555
H 3.293 1.745 -2.824
H 2.083 0.639 -3.502
C -9.534 7.507 0.915
C -10.259 6.597 1.862
O -9.362 5.427 2.148
P -9.529 4.231 3.084
S 5.025 0.471 -0.376
S 1.862 -1.238 -0.782
O -10.906 4.432 3.752
C -11.494 3.528 4.791
C -11.674 4.307 6.062
H -10.183 8.357 0.698
H -9.309 7.002 -0.022
H -8.614 7.884 1.357
H -11.169 6.174 1.445
H -10.470 7.053 2.826
H -10.830 2.671 4.903
H -12.433 3.208 4.348
H -10.718 4.627 6.474
H -12.159 3.660 6.793
H -12.311 5.175 5.901
Br 4.849 0.586 1.798
Br 6.531 -5.225 4.113
C 5.814 -4.201 2.742
C 6.618 -3.325 2.017
C 6.047 -2.579 1.013
N 4.740 -2.668 0.691
C 3.966 -3.518 1.401
C 4.461 -4.292 2.424
H 7.669 -3.215 2.241
H 6.641 -1.872 0.449
H 2.918 -3.559 1.137
H 3.801 -4.951 2.969

57
Properties=species:S:1:pos:R:3 method="wB97M-V/def2-TZVPD" multiplicity=5 s2=6.082 e_tot_ev=-64326.20965 lumo_energy_ev="-0.4 / -2.3" orbital_gap_ev="4.00 / 6.37"
Pt -0.045 -0.380 0.068
P 2.351 -0.307 0.015
P -2.346 0.101 0.276
N 0.129 0.514 -1.501
H 0.833 -1.147 1.142
C 2.892 -1.671 -1.064
H 3.992 -1.652 -1.049
H 2.511 -1.486 -2.081
H 2.519 -2.628 -0.671
C 3.363 -0.338 1.521
H 4.402 -0.502 1.174
H 3.017 -1.154 2.175
H 3.276 0.647 2.012
C 3.015 1.194 -0.815
H 4.109 1.153 -0.695
H 2.624 2.090 -0.310
H 2.750 1.188 -1.882
C -3.312 -1.040 -0.784
H -4.386 -0.784 -0.826
H -3.188 -2.075 -0.440
H -2.905 -0.996 -1.796
C -3.240 0.238 1.853
H -4.318 0.385 1.710
H -2.861 1.073 2.444
H -3.081 -0.662 2.447
C -2.757 1.677 -0.518
H -3.820 1.935 -0.411
H -2.527 1.670 -1.585
H -2.178 2.483 -0.069
C 0.049 1.464 -2.379
C -0.036 1.990 -4.695
C -0.005 1.040 -3.720
C 0.059 2.836 -1.992
C 0.012 3.764 -3.004
C -0.022 3.351 -4.352
H -0.069 1.656 -5.717
H 0.003 -0.049 -3.839
H 0.102 3.042 -0.912
H 0.001 4.810 -2.731
H -0.050 4.101 -5.125
C -0.324 -2.644 1.666
O -1.355 -2.139 1.177
C 0.403 -3.811 1.010
H 0.585 -4.508 1.835
H 1.357 -3.466 0.560
H -0.209 -4.290 0.223
C -0.121 -2.480 3.147
H -0.985 -2.957 3.693
H 0.028 -1.395 3.358
H 0.853 -2.975 3.341
F 1.025 0.187 3.332
Te 0.250 1.954 3.269
F -1.249 1.249 4.228
F 1.076 2.151 4.952
F -0.384 3.743 3.430
F 1.885 2.534 2.490
O -0.467 1.695 1.610

47
Properties=species:S:1:pos:R:3 method="wB97M-V/def2-TZVPD" e_tot_ev=-20137.91267 lumo_energy_ev=0.8 orbital_gap_ev=11.13
C 7.309 -0.592 -0.866
C 5.878 -0.175 -0.546
C 5.333 -0.926 0.667
C 3.938 -0.473 1.099
C 2.838 -0.778 0.072
C 2.407 0.428 -0.767
C 1.649 1.508 0.007
C 0.335 1.056 0.646
C -0.692 0.546 -0.361
C -2.039 0.260 0.300
C -3.062 -0.268 -0.704
C -4.391 -0.670 -0.063
C -5.180 0.521 0.478
C -6.548 0.093 1.023
C -7.430 -0.445 -0.073
O -7.847 -1.569 -0.154
O -7.722 0.492 -0.986
H 7.966 -0.382 -0.024
H 7.681 -0.052 -1.734
H 7.357 -1.658 -1.079
H 5.247 -0.372 -1.414
H 5.850 0.899 -0.346
H 5.312 -1.997 0.446
H 6.020 -0.779 1.505
H 3.964 0.598 1.306
H 3.701 -0.976 2.039
H 3.192 -1.561 -0.603
H 1.961 -1.177 0.583
H 1.779 0.075 -1.588
H 3.291 0.890 -1.212
H 1.436 2.330 -0.682
H 2.292 1.907 0.796
H 0.531 0.280 1.388
H -0.091 1.910 1.180
H -0.327 -0.369 -0.830
H -0.828 1.292 -1.148
H -1.900 -0.477 1.094
H -2.409 1.178 0.759
H -2.640 -1.142 -1.204
H -3.245 0.492 -1.468
H -4.998 -1.186 -0.810
H -4.202 -1.377 0.748
H -5.329 1.254 -0.317
H -4.624 0.999 1.284
H -6.431 -0.682 1.782
H -7.049 0.957 1.462
H -8.283 0.119 -1.684

54
Properties=species:S:1:pos:R:3 method="wB97M-V/def2-TZVPD" multiplicity=3 s2=2.218 charge=+2 e_tot_ev=-57173.65752 lumo_energy_ev="-8.2 / -10.0" orbital_gap_ev="6.37 / 4.56"
P -1.212 -0.290 -2.630
P -0.130 -2.757 -0.809
C -0.975 -1.964 -3.407
C -1.075 -3.088 -2.385
H 0.020 -1.964 -3.870
H -1.728 -2.073 -4.201
H -2.120 -3.232 -2.086
H -0.686 -4.033 -2.788
C 1.524 -3.306 -1.428
H 2.238 -3.378 -0.598
H 1.926 -2.572 -2.139
H 1.436 -4.285 -1.922
C -0.698 -4.300 0.004
H -0.461 -5.165 -0.636
H -1.786 -4.232 0.149
H -0.227 -4.417 0.987
C -0.840 0.734 -4.088
H -0.947 1.793 -3.821
H -1.506 0.477 -4.927
H 0.208 0.559 -4.375
C -3.043 -0.282 -2.518
H -3.383 -1.012 -1.769
H -3.500 -0.511 -3.490
H -3.381 0.701 -2.169
Mo 0.384 1.754 2.188
C 0.235 -0.506 2.211
C 1.467 -0.152 1.599
C 1.808 -0.102 0.133
C 1.641 1.270 -0.570
C 0.545 2.140 -0.056
C -0.789 1.726 0.301
C -1.297 0.312 0.334
C -1.130 -0.547 1.601
C 1.082 3.985 3.069
H 0.333 -0.957 3.204
H 2.352 -0.298 2.236
H 1.269 -0.878 -0.445
H 2.875 -0.380 0.033
H 2.599 1.806 -0.474
H 1.531 1.133 -1.660
H 0.622 3.176 -0.405
H -1.550 2.493 0.103
H -0.785 -0.270 -0.454
H -2.361 0.323 0.065
H -1.880 -0.270 2.358
H -1.382 -1.589 1.338
H 1.181 4.676 4.306
H -0.024 3.978 2.770
H 1.679 4.659 2.429
O 3.471 4.632 6.468
Cl 2.124 4.153 6.202
O 1.281 4.200 7.386
O 1.424 5.270 5.175
O 1.639 2.861 3.470

54
Properties=species:S:1:pos:R:3 method="wB97M-V/def2-TZVPD" multiplicity=4 s2=3.764 charge=+1 e_tot_ev=-78246.08814 lumo_energy_ev="-4.5 / -5.7" orbital_gap_ev="7.66 / 6.45"
C 0.729 2.323 3.337
C 0.410 2.407 1.825
C 0.368 1.013 1.258
C -0.653 0.046 1.805
In -0.263 1.203 -1.018
N -1.241 -0.620 -1.508
C -1.737 2.821 -0.981
C -2.844 2.459 -0.008
S -4.549 2.665 -0.671
C -5.181 1.137 -0.149
N -5.889 0.280 -0.838
N -6.280 -0.717 0.050
C -5.742 -0.423 1.188
O -4.996 0.715 1.156
O 1.429 1.473 -1.988
C 2.142 0.387 -2.569
C 2.779 -0.564 -1.538
C 4.315 -0.421 -1.569
C 2.370 -2.033 -1.742
C 2.306 -2.956 -0.491
C 2.820 -2.359 0.826
C 0.869 -3.454 -0.273
H -0.176 2.140 3.927
H 1.449 1.527 3.559
H 1.166 3.266 3.679
H -0.537 2.935 1.675
H 1.184 2.995 1.316
H 1.374 0.586 1.207
H -0.215 -0.484 2.666
H -1.556 0.556 2.164
H -0.918 -0.744 1.086
H -1.307 -0.777 -2.512
H -2.231 -0.735 -1.244
H -1.259 3.762 -0.692
H -2.096 2.882 -2.012
H -2.812 1.380 0.257
H -2.754 2.963 0.956
H -5.792 -0.964 2.123
H 2.931 0.846 -3.181
H 1.497 -0.189 -3.254
H 2.413 -0.201 -0.569
H 4.663 -0.532 -2.605
H 4.648 0.557 -1.199
H 4.822 -1.192 -0.980
H 3.082 -2.462 -2.461
H 1.385 -2.071 -2.233
H 2.915 -3.844 -0.704
H 3.012 -3.158 1.550
H 2.069 -1.702 1.289
H 3.743 -1.786 0.717
H 0.200 -2.613 -0.034
H 0.815 -4.178 0.550
H 0.476 -3.947 -1.168
Co -3.352 -0.199 0.023

61
Properties=species:S:1:pos:R:3 method="wB97M-V/def2-TZVPD" charge=-1 e_tot_ev=-60183.70440 lumo_energy_ev=2.1 orbital_gap_ev=6.75
C 6.535 1.282 -1.373
C 5.165 1.414 -0.732
O 4.777 0.183 -0.150
C 4.154 0.301 1.116
C 3.724 -1.069 1.586
C 2.457 -1.572 0.883
C 1.178 -1.209 1.629
C -0.085 -1.741 0.924
Nb -1.260 -0.297 -0.353
O -2.381 0.832 -1.533
C 0.538 1.025 -0.724
C 1.254 0.789 -2.057
N 0.442 1.264 -3.183
C -3.180 -1.225 0.517
C -4.395 -0.322 0.750
S -5.384 -0.183 -0.779
C -5.885 1.471 -0.666
N -7.082 1.938 -0.659
N -6.969 3.333 -0.588
C -5.710 3.554 -0.540
O -4.944 2.463 -0.595
C -1.452 0.935 1.596
O -1.677 2.108 1.477
N -1.226 0.467 3.001
C -2.216 -0.350 3.543
O -2.157 -1.455 3.951
F -3.414 0.327 3.595
P -1.050 -2.099 -2.216
N 0.340 -3.037 -1.917
O -2.348 -3.155 -2.190
H 6.478 0.861 -2.376
H 7.023 2.255 -1.443
H 7.157 0.636 -0.752
H 5.184 2.189 0.041
H 4.416 1.685 -1.482
H 3.270 0.947 1.040
H 4.846 0.779 1.823
H 4.554 -1.769 1.472
H 3.520 -0.991 2.661
H 2.503 -2.656 0.760
H 2.422 -1.110 -0.107
H 1.147 -0.123 1.742
H 1.244 -1.610 2.648
H 0.218 -2.652 0.401
H -0.792 -2.066 1.694
H -2.867 0.336 -2.205
H 1.283 0.987 0.071
H 0.172 2.061 -0.741
H 2.184 1.373 -2.064
H 1.562 -0.262 -2.153
H -0.538 1.068 -3.016
H 0.704 0.801 -4.042
H -3.503 -2.068 -0.106
H -2.925 -1.656 1.488
H -4.126 0.686 1.058
H -5.075 -0.725 1.504
H -5.214 4.508 -0.455
H -1.181 1.323 3.551
H 0.745 -3.412 -2.764
H 0.250 -3.769 -1.223
H -2.407 -3.601 -1.336

52
Properties=species:S:1:pos:R:3 method="wB97M-V/def2-TZVPD" multiplicity=6 s2=9.053 e_tot_ev=-71527.68579 lumo_energy_ev="0.4 / 0.2" orbital_gap_ev="3.31 / 5.46"
P -0.120 -0.725 -2.890
P 1.337 -2.549 1.363
C 0.784 -2.288 -2.143
C 0.636 -3.011 -0.754
H 1.826 -2.262 -2.485
H 0.253 -2.957 -2.823
H -0.298 -3.580 -0.719
H 1.469 -3.707 -0.712
C 3.121 -2.796 1.390
H 3.599 -2.011 2.000
H 3.538 -2.745 0.372
H 3.338 -3.787 1.812
C 0.292 -3.626 2.332
H 0.716 -4.632 2.384
H -0.711 -3.681 1.896
H 0.206 -3.200 3.340
C 0.929 -0.122 -4.197
H 0.633 0.912 -4.415
H 0.796 -0.738 -5.095
H 1.980 -0.141 -3.883
C -1.618 -1.437 -3.559
H -2.092 -2.126 -2.849
H -1.381 -1.992 -4.476
H -2.326 -0.639 -3.806
Mn 0.673 -1.118 -0.507
C 1.688 -5.795 -1.497
C 2.877 -5.172 -1.397
C 3.897 -5.185 -2.490
C 3.359 -4.921 -3.924
C 2.144 -4.065 -4.038
C 0.877 -4.523 -4.072
C 0.505 -5.944 -3.811
C 1.247 -6.650 -2.647
C -0.377 0.601 -1.679
H 1.001 -5.815 -0.647
H 3.234 -4.774 -0.439
H 4.428 -6.152 -2.519
H 4.663 -4.431 -2.265
H 4.167 -4.408 -4.475
H 3.175 -5.887 -4.417
H 2.353 -3.014 -4.245
H 0.053 -3.920 -4.484
H 0.660 -6.551 -4.719
H -0.574 -5.982 -3.607
H 0.539 -7.389 -2.236
H 2.097 -7.210 -3.061
H -0.953 0.313 -0.776
H -1.002 1.301 -2.272
H 0.553 1.135 -1.411
O -0.551 0.418 2.004
N -0.026 -0.435 1.353
O 1.129 -1.136 2.150

63
Properties=species:S:1:pos:R:3 method="wB97M-V/def2-TZVPD" charge=+2 e_tot_ev=-53488.51517 lumo_energy_ev=-13.1 orbital_gap_ev=3.10
Tl -8.663 -27.266 9.736
O -11.101 -26.203 9.366
H -11.642 -26.167 8.555
C -12.981 -27.212 11.774
O -12.729 -28.531 12.241
C -11.611 -29.101 11.869
O -10.744 -28.517 11.240
O -11.572 -30.333 12.271
C -10.360 -31.072 12.053
H -12.781 -26.467 12.547
H -14.052 -27.090 11.598
H -12.410 -27.028 10.875
H -10.470 -32.000 12.607
H -9.484 -30.562 12.446
H -10.255 -31.305 10.996
C -13.662 -23.999 8.981
O -14.787 -23.995 9.831
C -14.607 -23.609 11.100
O -13.526 -23.459 11.631
O -15.761 -23.445 11.667
C -15.782 -22.972 13.006
H -12.839 -24.573 9.422
H -13.382 -22.980 8.717
H -13.981 -24.497 8.064
H -15.734 -23.814 13.700
H -16.725 -22.458 13.150
H -14.946 -22.316 13.238
C -7.804 -29.065 5.215
O -8.614 -27.985 4.766
C -9.191 -27.233 5.671
O -9.026 -27.331 6.869
O -9.931 -26.347 5.050
C -10.600 -25.359 5.819
H -6.938 -28.703 5.761
H -7.526 -29.622 4.329
H -8.380 -29.735 5.858
H -9.906 -24.560 6.099
H -11.035 -25.754 6.738
H -11.389 -24.933 5.209
C -13.338 -19.350 9.483
O -12.554 -20.475 9.934
C -11.852 -21.110 9.034
O -11.854 -20.919 7.851
O -11.105 -22.038 9.662
C -10.372 -22.893 8.832
H -13.563 -18.781 10.373
H -14.228 -19.702 8.964
H -12.757 -18.752 8.781
H -10.237 -23.828 9.402
H -9.362 -22.493 8.692
H -10.895 -23.072 7.897
C -9.306 -32.069 8.043
O -10.590 -31.560 7.648
C -10.864 -30.312 7.969
O -10.181 -29.572 8.655
O -12.011 -29.956 7.401
C -12.381 -28.596 7.444
H -9.329 -33.134 7.853
H -9.118 -31.910 9.105
H -8.516 -31.569 7.488
H -13.247 -28.504 6.793
H -11.543 -27.962 7.162
H -12.735 -28.314 8.450